87
Properties=species:S:1:pos:R:3:forces:R:3:mulliken_charge:R:1 method="wB97M-V/def2-TZVPD" homo_energy_ev=-1.961 total_charge=-2 relative_energy_kcal_mol=0.0 gap_ha=0.1927
H -3.6182 6.8144 -2.8314 0.004 -0.002 0.016 0.1685
C 2.7720 -0.4257 -2.5557 0.007 -0.008 -0.034 -0.1473
H 1.3871 -2.5080 4.0401 0.048 0.001 0.055 0.1997
C -3.7189 10.9688 -3.7666 0.014 -0.024 0.008 -0.3872
C 0.5309 4.4198 -1.1826 -0.063 -0.047 0.034 -0.5325
H -2.2476 12.5331 -3.7298 0.001 -0.003 0.001 0.3593
C 3.7775 1.4106 0.6220 -0.035 0.124 0.062 -0.4135
C 5.2450 0.7555 2.3833 0.001 -0.007 0.024 -0.5580
C 0.3822 1.9158 -4.3583 -0.006 0.004 -0.008 -1.4512
H -4.3404 -5.3383 -1.1798 -0.004 0.003 0.005 0.3065
H 0.7154 2.0191 -5.3952 -0.005 -0.005 -0.004 0.4215
C 3.0404 -0.1542 2.1287 0.025 0.000 -0.018 -0.3992
H -3.0021 4.8651 -2.4692 -0.001 -0.035 -0.003 0.2243
H 3.5458 2.0081 -0.2562 0.037 -0.018 -0.011 0.3555
N -0.8318 8.3087 -2.4679 0.046 -0.058 0.005 -0.7039
C 2.2362 0.7067 -3.1518 -0.003 -0.008 -0.065 -0.4399
H 10.3430 -0.7626 5.4566 0.001 -0.001 0.004 0.3724
H 8.0920 -0.8201 4.4193 0.010 0.000 -0.025 0.3504
C -4.0061 9.6317 -3.5533 -0.017 0.017 -0.009 -0.9950
C 9.4851 -1.0962 6.0260 0.024 -0.013 0.046 -0.5689
N -0.2696 3.3643 -1.2842 0.192 -0.101 -0.350 0.2750
C 0.1515 5.7005 -1.5474 -0.038 0.109 -0.012 -0.6254
N 5.8189 -1.6714 5.6500 -0.072 0.261 0.019 -0.7232
H -0.8023 -3.1275 3.1900 -0.024 0.049 -0.037 0.1377
C -4.8179 -4.7267 -0.4136 -0.002 0.015 0.011 -0.9320
H 0.6821 2.8131 -3.8165 0.007 -0.002 -0.007 0.2343
N -3.9119 -4.5186 0.6915 0.017 -0.050 -0.069 0.1439
C -1.1399 5.8937 -2.0317 0.038 -0.123 0.028 0.9456
Br -3.5588 0.6999 -0.8232 -0.063 0.027 -0.227 -0.8626
H 0.1788 -2.5434 -3.0260 0.018 0.002 0.008 0.5058
H -4.5047 11.6324 -4.1047 0.003 0.002 0.000 0.3639
H -5.0744 -3.7662 -0.8613 0.001 -0.007 0.005 0.3540
C -1.9802 4.7894 -2.1174 -0.020 0.114 -0.031 -0.7899
H -0.7645 -0.5325 -4.0759 -0.008 0.015 0.016 0.2747
H 6.4437 -2.3223 8.0545 0.004 -0.004 -0.013 0.4046
C -1.3970 10.6717 -3.1184 0.022 -0.022 0.010 -0.7079
H 0.8229 6.5437 -1.4613 0.021 -0.027 0.019 0.4619
C 2.0419 -1.6053 -2.5224 0.015 0.003 -0.052 -0.5710
C -3.0542 -4.4074 2.7101 -0.013 0.021 -0.046 -0.2598
C 0.7765 -1.6426 -3.0897 0.024 -0.010 -0.002 -0.3607
C 0.2454 -0.5066 -3.6833 0.013 -0.017 -0.015 -0.6109
H -5.0011 9.2380 -3.7178 0.005 -0.008 0.002 0.3761
C 4.2476 -0.1214 2.8512 0.058 0.045 0.063 1.1358
N 2.8312 0.6100 1.0447 -0.094 -0.402 -0.184 0.3504
O 0.8807 -1.1765 1.9160 0.670 0.234 -0.199 -0.3413
H -2.1482 2.6604 -1.7545 -0.004 0.009 -0.034 -0.1062
C 7.3046 -1.9805 7.4934 -0.012 -0.030 -0.041 -0.2562
C -2.7289 -3.8598 0.5600 0.086 0.248 0.309 -0.2542
C 3.3674 -1.8057 4.4105 0.064 0.029 -0.055 -0.5451
H -1.0427 -2.0406 1.7921 -0.168 -0.241 0.118 0.4128
C 1.9395 -1.0697 2.5354 0.103 -0.029 0.231 0.3139
N -2.8746 7.4885 -2.8132 -0.023 -0.026 -0.003 0.0425
N 5.6294 -0.9050 4.6339 0.017 -0.268 -0.014 0.0821
H -2.8363 -4.4563 3.7617 0.013 0.007 -0.002 0.3967
Br 11.3746 -1.4735 8.1409 -0.013 0.003 -0.009 -0.2569
N -2.2099 -3.7890 1.8150 -0.026 -0.138 -0.023 0.2802
C -1.5803 7.2362 -2.4287 -0.027 0.075 -0.014 0.1219
C -1.5050 3.5407 -1.7418 -0.028 -0.037 0.228 -0.1525
H 3.5251 -2.4178 5.2894 -0.021 -0.003 -0.008 0.4170
H 2.4423 -2.4774 -2.0213 -0.019 -0.009 0.003 0.3434
Se -2.0143 -3.1023 -0.9219 0.066 -0.176 -0.376 -0.1588
C 5.0143 1.5210 1.2703 0.000 0.001 0.005 -0.9947
C -2.4310 11.4807 -3.5521 -0.010 0.013 -0.005 -0.4445
C -1.6651 9.3220 -2.8971 -0.081 0.037 -0.022 0.5283
C 8.2305 -1.1290 5.4452 -0.173 0.016 0.076 -0.1303
C 2.1965 -1.8578 3.7297 -0.069 0.050 -0.087 -0.9465
C 9.6412 -1.5068 7.3415 0.008 0.010 -0.030 0.1839
H 8.6917 -2.2648 9.1071 0.002 -0.006 -0.004 0.3653
H -4.9982 -5.3844 2.3421 -0.003 -0.001 -0.015 0.3882
H 3.7447 -0.3776 -2.0810 0.002 0.005 -0.001 0.3165
C -2.9611 8.8258 -3.1191 0.051 0.010 0.015 0.6209
Sn 0.2030 0.5452 -0.1468 -0.462 0.362 0.811 1.0444
H 2.8001 1.6344 -3.1505 -0.012 0.004 0.006 0.2674
C -0.9744 -3.0781 2.1161 -0.284 -0.045 -0.075 -0.9498
H -0.4019 11.0621 -2.9491 -0.004 0.004 -0.002 0.4183
C 7.1065 -1.5652 6.1707 0.193 -0.029 -0.032 -0.1154
H 6.1807 0.8059 2.9235 0.002 0.012 -0.015 0.4243
C 0.9660 0.6823 -3.7239 0.046 -0.020 -0.021 0.9228
O -0.1701 1.6722 1.2713 0.114 0.056 0.016 -0.9842
C 4.4419 -0.9627 4.0122 -0.082 0.010 -0.029 0.2313
H -0.7073 1.8731 -4.3552 0.002 0.001 0.008 0.3155
H -0.1418 -3.5295 1.5788 -0.037 0.002 0.010 0.3713
H -5.7132 -5.2222 -0.0406 0.006 0.004 0.000 0.2990
H 1.5205 4.2229 -0.7775 -0.049 0.045 -0.024 0.3823
H 5.7682 2.2020 0.8946 -0.005 0.004 -0.005 0.3994
C 8.5579 -1.9506 8.0803 0.006 0.009 0.025 -0.4352
C -4.1169 -4.8635 2.0140 -0.029 -0.009 0.065 -0.4995

---

96
Properties=species:S:1:pos:R:3:forces:R:3:mulliken_charge:R:1 method="wB97M-V/def2-TZVPD" homo_energy_ev=-1.828 total_charge=-2 relative_energy_kcal_mol=24.3 gap_ha=0.2224
C 2.2372 -4.5737 1.5180 0.053 0.085 -0.018 -0.6714
C 3.2115 -2.4766 -2.5895 -0.104 0.158 0.017 -0.5408
F -2.0837 -1.8342 -6.9662 0.158 -0.060 -0.181 -0.2247
O -2.4084 -1.7800 -3.9371 0.879 0.066 -0.198 -0.5321
H 4.0310 0.5349 -1.2546 -0.008 -0.054 -0.038 0.3483
H 6.2333 -1.8892 -4.0205 -0.042 0.010 0.004 0.3479
C -2.1839 3.1618 1.6028 -0.148 -0.071 0.019 -0.0623
H -3.9337 3.4735 -0.2380 0.081 -0.019 -0.017 0.5124
C -1.3074 1.1691 0.1170 0.142 0.966 0.834 -1.8784
H 3.6425 -4.9304 3.1091 -0.012 0.018 -0.023 0.3481
C -3.7143 1.1748 1.1686 0.037 0.145 -0.006 -2.2977
H 4.6036 -2.6478 3.0032 -0.029 -0.007 -0.039 0.4193
C -0.5381 -4.3986 -3.2201 0.102 -0.150 0.465 -1.2410
H -1.9438 -1.8697 2.1872 0.058 0.009 0.085 0.3490
H -3.5383 0.7846 2.1682 -0.027 0.007 -0.080 0.4181
H -2.3911 3.3832 -1.1069 -0.073 -0.093 0.057 0.2106
C 4.3315 -2.6782 -3.3837 0.014 0.091 0.066 -0.7601
H -3.2642 -2.3487 4.2248 -0.016 -0.009 -0.016 0.3789
C 3.0542 1.9096 4.2206 -0.113 -0.060 -0.089 -0.6766
C 2.6279 0.5829 4.2459 -0.036 0.065 -0.077 -0.9974
C 1.5775 2.3176 2.3547 0.047 0.006 0.046 0.1306
H -3.7632 2.7828 3.0080 0.094 0.066 0.007 0.3136
H -3.5941 2.0988 -1.2915 -0.041 -0.100 -0.097 0.3433
H 3.7925 2.2627 4.9338 -0.027 -0.021 -0.045 0.3564
C 1.6594 0.1401 3.3494 0.053 0.054 0.016 -0.6566
H -0.0028 5.7668 1.8843 -0.021 -0.031 0.017 0.3786
C -0.9550 -1.5691 -6.3122 -0.288 0.663 0.349 0.4537
F -2.4075 -4.4404 -4.8387 0.061 -0.175 0.094 -0.2546
C -2.5546 2.0292 0.6230 0.452 -0.194 -0.029 2.3226
C 2.2776 -2.3705 0.5487 -0.152 -0.047 0.172 0.8414
C -0.8305 5.1128 2.1401 -0.102 -0.050 0.021 -0.7349
O -0.0191 -1.2333 1.0309 0.031 0.668 -0.009 -0.7810
C -3.1509 2.7886 -0.5855 0.188 0.100 0.031 -1.7206
F -0.4434 2.1886 -2.9962 0.157 0.115 -0.004 -0.1361
H 2.4022 -3.2073 -2.5847 0.097 0.104 -0.015 0.3234
O -3.7442 2.2544 -4.4921 -0.331 -0.247 -0.317 -0.7314
C -1.1359 4.0390 1.3128 -0.012 0.074 -0.018 -0.0419
H 0.9246 -3.9133 -0.0679 0.035 -0.002 0.039 0.3408
H -3.2416 4.6787 4.4698 0.033 -0.033 -0.018 0.3840
C 5.3523 -1.7290 -3.4076 -0.076 0.067 0.091 -0.4094
S -1.4957 -0.9149 -4.6343 -0.975 1.268 -1.123 1.3302
H -1.3358 6.1819 3.9445 0.002 -0.003 -0.017 0.3757
C -1.5777 5.3518 3.2908 0.041 -0.104 -0.122 -0.5696
F -1.6895 3.7402 -3.8295 0.166 0.166 0.065 -0.2475
H 6.0231 0.1736 -2.6664 -0.025 -0.022 0.001 0.3859
C 3.8062 -2.9356 2.3256 -0.059 0.015 -0.093 -0.6756
C -1.4581 1.0262 3.8214 0.038 -0.081 -0.004 0.2194
F -1.4131 -3.7646 -2.2959 -0.303 -0.041 0.334 -0.2426
C -1.3494 0.0934 2.7849 0.204 -0.250 0.102 -0.2205
H 4.4121 -3.5776 -3.9857 -0.029 0.053 0.032 0.4239
C -2.9352 3.4320 2.7485 -0.069 0.162 -0.016 -0.1431
F -0.5350 2.4801 -5.1509 0.187 0.109 0.047 -0.2632
C 2.5222 2.7777 3.2706 -0.058 -0.146 -0.037 -0.8507
C -1.4845 -5.1586 -4.1133 -0.142 -0.072 -0.082 1.2352
C 1.1202 1.0026 2.3934 -0.068 0.060 -0.006 0.4417
C -1.2359 2.5016 -4.0196 -0.277 -0.158 0.012 0.7316
F -0.3139 -0.5485 -6.9022 -0.097 -0.259 -0.102 -0.2188
C 4.1097 -0.3723 -1.8458 0.055 -0.073 -0.070 -0.1559
H 1.8165 -5.5718 1.5606 -0.004 0.027 -0.014 0.4273
H -0.5444 3.8798 0.4144 -0.072 -0.036 0.116 0.4317
H -0.9369 1.9762 3.7471 0.025 -0.094 0.030 0.4496
H 3.7510 -1.0200 1.3480 -0.052 -0.091 0.038 0.3710
F -0.1734 -3.3050 -4.0339 0.539 0.243 -0.196 -0.0964
H 3.0458 -0.1093 4.9730 -0.048 0.064 -0.068 0.4094
C 3.3216 -2.0179 1.3978 0.012 -0.061 -0.005 -0.5269
C 5.2367 -0.5739 -2.6441 -0.102 -0.103 0.009 -0.7391
P -0.1656 0.3005 1.2274 -0.710 -0.422 0.274 2.6129
H 2.8459 3.8141 3.2389 -0.023 -0.057 -0.004 0.3939
H -3.4425 -0.6397 6.0211 -0.016 0.008 -0.024 0.3367
C -2.6380 4.5063 3.5843 -0.002 -0.068 -0.125 -0.8235
C 3.2651 -4.2150 2.3862 -0.040 0.089 -0.060 -0.5322
H 1.3111 -0.8890 3.3784 0.019 0.077 -0.002 0.5456
H 1.3340 1.0143 -1.1824 -0.010 0.132 -0.043 0.1289
H -3.8588 0.3261 0.5021 -0.045 -0.061 -0.064 0.1977
O 0.4805 -1.7592 -1.5412 1.307 -0.351 0.383 -0.4436
F -0.7864 -5.8513 -5.0523 -0.144 -0.064 0.014 -0.3016
O -2.7656 0.6864 -2.8405 -0.578 1.207 -1.264 -0.6844
C 3.0894 -1.3182 -1.8030 0.031 -0.312 -0.207 0.7558
H 1.1883 2.9915 1.5971 0.071 -0.083 0.095 0.4675
F -2.2050 -6.0528 -3.3957 0.049 -0.035 -0.230 -0.3022
O -0.3629 -0.3295 -3.9121 0.003 -1.086 -0.998 -0.7180
F -0.1839 -2.6078 -6.3070 0.287 -0.328 -0.232 -0.1129
C 1.4390 0.4834 -0.2287 -0.098 -0.555 0.014 -1.9091
C -2.7705 -1.3896 4.1136 0.070 0.146 -0.078 -0.6387
Ca -1.2385 -0.5751 -1.8294 -0.470 -0.631 2.097 1.6515
H -0.6703 1.8649 -0.4498 -0.140 -0.103 -0.080 0.2863
C -2.0243 -1.1223 2.9686 -0.014 0.080 -0.003 -0.2884
H 2.3685 0.8148 0.2306 0.018 0.212 0.143 0.7905
N -2.3261 0.3391 -5.2980 0.041 -0.412 0.485 -0.8702
P 1.6127 -1.2180 -0.6838 0.241 -0.065 -0.470 0.8956
H -4.6468 1.7560 1.1898 0.094 -0.057 -0.039 0.5537
C -2.8735 -0.4344 5.1204 0.061 0.055 -0.101 -0.6346
C -2.2175 0.7817 4.9638 -0.006 -0.072 -0.118 -0.8814
C 1.7384 -3.6554 0.6034 0.026 0.057 0.022 -0.5146
S -2.6985 1.3429 -4.1612 -0.064 0.023 0.680 1.1926
H -2.2945 1.5441 5.7328 0.041 -0.014 0.007 0.3914